(1)
# C22H21BrCsN5O12

A structure of composition C22H21BrCsN5O12 at a distorted geometry (ωB97M-V/def2-TZVPD, OMol25).

HOMO energy: -2.41 eV
LUMO: 3.57 eV
total charge: -2

Element x y z (Å)
Cs -0.7606 0.4069 -0.1065
O -2.2121 2.9249 1.7329
C -1.5694 2.0321 2.3199
O -1.8105 0.7989 2.3480
C -0.3233 2.4782 3.0880
C -0.4387 3.3234 4.1426
C 0.6942 3.7243 4.8933
C 1.9458 3.2767 4.5477
C 2.0990 2.4156 3.4821
C 0.9825 1.9857 2.6471
O 1.1291 1.3213 1.6072
N 3.4630 1.9786 3.2086
O 4.3874 2.7117 3.5528
O 3.6361 0.9595 2.5627
N 0.5469 4.5979 6.0278
O -0.5663 5.0667 6.2535
O 1.5558 5.0103 6.5968
H -1.4086 3.7112 4.4227
H 2.8123 3.5865 5.1120
C 2.3232 -2.3088 2.3054
O 1.3307 -2.3961 1.3045
C 1.8662 -2.2746 -0.0070
C 2.6819 -0.9959 -0.2171
O 2.5456 -0.4740 -1.5293
C 2.9436 -1.3696 -2.5366
H 3.1181 -3.0499 2.1292
H 1.8445 -2.5268 3.2593
H 2.7661 -1.3123 2.3571
H 1.0087 -2.2583 -0.6776
H 2.4752 -3.1609 -0.2404
H 3.7474 -1.1617 -0.0010
H 2.3187 -0.2188 0.4545
H 3.9723 -1.7231 -2.3649
H 2.9047 -0.8304 -3.4826
H 2.2723 -2.2310 -2.6088
O -6.0437 -3.6263 2.3462
C -4.8878 -3.1633 1.7781
C -3.6583 -3.2564 2.4163
C -2.5501 -2.7561 1.7646
N -2.6090 -2.1945 0.5563
C -3.7881 -2.1079 -0.0149
Br -3.8496 -1.2003 -1.6778
C -4.9748 -2.5788 0.5316
H -5.8420 -3.9268 3.2382
H -3.5758 -3.6905 3.4059
H -1.5682 -2.7839 2.2215
H -5.9230 -2.4695 0.0275
O -0.3880 -1.8845 -2.4629
N -0.2797 -1.4311 -3.6076
N -0.5219 -0.1431 -3.7035
O -0.8514 0.6192 -2.6805
C -0.3930 0.4281 -4.9950
C -0.0182 -0.3153 -6.1140
C 0.0815 0.3111 -7.3444
C -0.1853 1.6717 -7.4790
C -0.5536 2.3996 -6.3570
C -0.6590 1.7850 -5.1133
H 0.1873 -1.3689 -6.0011
H 0.3731 -0.2700 -8.2119
H -0.1033 2.1532 -8.4460
H -0.7611 3.4598 -6.4426
H -0.9387 2.3208 -4.2184



(2)
# C10H16O

A cluster of 2 separate species, C10H16O in total at a distorted geometry (ωB97M-V/def2-TZVPD, OMol25).

SMILES string: Cc1ccc(O)cc1.CCC
HOMO energy: -8.26 eV
LUMO: 0.86 eV
total charge: 0

Element x y z (Å)
C 1.2989 2.3651 -0.3628
C -0.5429 0.7029 2.6218
C -0.1312 1.5875 1.6208
C 0.3672 -0.4616 2.8141
C 0.9216 1.3853 0.7408
C 1.4420 -0.7042 1.8657
C 1.6869 0.2389 0.8769
O 0.1081 -1.4960 3.6751
H -1.4210 1.0043 3.2541
H -0.6933 2.5038 1.5386
H 0.9526 -1.9116 4.0004
H 1.9595 -1.5977 1.7357
H 0.2776 2.8988 -0.6678
H 1.5851 1.8670 -1.2608
H 2.4765 0.0103 0.2682
H 1.7553 3.1944 0.0790
C -1.3268 -1.5616 -2.5921
C -0.3697 -1.7661 -1.4726
C -1.6623 -0.0450 -2.3825
H -0.9694 -1.7750 -3.5899
H -2.3052 -2.1212 -2.3764
H -0.0202 -2.8460 -1.3222
H -1.7743 0.1806 -1.3217
H -0.8391 0.7378 -2.8276
H -2.6483 0.2185 -2.7234
H 0.6057 -1.1911 -1.6418
H -0.7333 -1.4182 -0.5496



Number 1: Kohn-Sham gap 5.99 eV. Number 2: Kohn-Sham gap 9.12 eV.